1.
25
Properties=species:S:1:pos:R:3:lowdin_charge:R:1 method="wB97M-V/def2-TZVPD" total_charge=+1 max_force_ev_per_a=4.968 energy_ha=-555.93315
C -3.4652 0.8694 -0.1092 -0.05
C -2.6596 0.9926 1.0596 -0.02
C -2.9908 0.1887 -1.1721 0.00
C -1.4771 0.3809 1.2074 0.01
C -1.5730 -0.4018 -1.2601 -0.03
C -0.9433 -0.3134 0.0320 -0.21
C 3.5372 -1.1835 -1.2929 0.14
C 2.1050 0.7370 2.0960 0.04
C 2.2371 -0.7447 -1.0770 -0.10
C 1.2579 -1.4373 -0.2273 -0.02
C 1.5499 1.2788 1.0334 -0.33
N 0.2473 -0.7365 0.1054 0.15
O 1.0977 1.9098 0.1780 0.18
H -4.4861 1.1552 0.0198 0.12
H -2.8486 1.6665 1.8680 0.12
H -3.6970 0.0960 -1.9157 0.09
H -1.0309 0.3027 2.1605 0.11
H -1.3492 -1.2820 -1.8512 0.15
H 4.1742 -0.5604 -1.8344 0.05
H 3.7762 -2.2650 -0.9570 0.12
H 2.5708 -0.1933 2.0942 0.04
H 1.9100 1.2720 3.0492 0.10
H 2.0071 0.2664 -1.2328 0.07
H 1.2707 -2.4561 -0.1776 0.12
H -1.2203 0.4582 -1.7962 0.16

***

2.
62
Properties=species:S:1:pos:R:3:lowdin_charge:R:1 method="wB97M-V/def2-TZVPD" total_charge=0 max_force_ev_per_a=3.134 energy_ha=-3765.70855
O -9.6439 4.3619 -10.7778 0.40
H -9.2263 3.5832 -11.1530 0.20
H -9.5323 5.1408 -11.3277 0.19
H -9.3306 4.6928 -9.9329 0.18
As -13.2318 1.9814 -7.6843 0.92
F -14.3567 2.5993 -6.4352 -0.30
F -14.1675 3.1266 -8.7768 -0.34
F -12.1236 1.4809 -9.0442 -0.34
F -12.4065 0.7631 -6.6038 -0.31
F -14.3791 0.6893 -8.0857 -0.29
F -12.0801 3.2984 -7.2791 -0.32
C -14.3646 1.2410 -13.2780 -0.12
C -14.5095 2.6563 -13.5039 -0.35
O -13.5755 3.3900 -12.6930 -0.08
H -15.0576 0.5614 -13.7741 0.08
H -14.4919 0.9991 -12.2228 0.09
H -13.3670 0.9272 -13.5852 0.08
H -15.5488 2.9823 -13.4627 0.12
H -14.2308 2.7800 -14.5504 0.11
H -13.9875 3.6924 -11.8803 0.08
C -19.3292 0.3625 -7.4285 -0.07
C -18.9581 1.3636 -6.2605 -0.31
O -20.2140 1.8055 -5.8357 -0.10
H -20.2068 -0.2192 -7.1463 0.06
H -18.4400 -0.2537 -7.5615 0.07
H -19.5899 0.9146 -8.3314 0.06
H -18.3210 2.1319 -6.6986 0.11
H -18.5072 0.8478 -5.4127 0.11
H -20.1165 2.5034 -5.1838 0.08
C -13.1880 8.0593 -3.6544 -0.09
C -13.3247 8.0054 -5.2048 -0.28
O -12.1627 7.3652 -5.7520 -0.11
H -12.5850 8.8495 -3.2070 0.06
H -12.8280 7.1245 -3.2245 0.07
H -14.1854 8.1346 -3.2212 0.06
H -13.4532 8.9537 -5.7267 0.10
H -14.2125 7.4284 -5.4636 0.10
H -12.2862 6.4612 -6.0504 0.07
C -7.1134 3.2500 -6.9015 -0.05
C -6.8823 4.7612 -6.7229 -0.48
C -5.3947 5.1007 -6.5454 -0.05
O -7.3639 5.5768 -7.7935 -0.08
H -6.6821 2.6473 -6.1022 0.08
H -6.7280 2.7758 -7.8040 0.08
H -8.1907 3.1037 -6.8226 0.08
H -7.4968 5.0153 -5.8593 0.13
H -5.2235 6.0212 -5.9873 0.08
H -4.9212 5.1531 -7.5258 0.08
H -5.0158 4.2492 -5.9802 0.07
H -7.2406 6.4991 -7.5574 0.09
C -12.7487 -5.2756 -5.9555 -0.08
C -11.9058 -4.7107 -7.0624 -0.53
C -11.0504 -5.7464 -7.8703 -0.04
O -12.7749 -4.0361 -7.9028 -0.04
H -12.1337 -5.7736 -5.2060 0.08
H -13.5806 -5.8751 -6.3251 0.08
H -13.2902 -4.4611 -5.4742 0.08
H -11.2229 -4.0581 -6.5185 0.13
H -11.5656 -6.7065 -7.9011 0.07
H -10.2746 -5.9758 -7.1398 0.07
H -10.7067 -5.4512 -8.8617 0.07
H -12.7135 -3.0883 -7.7631 0.10